[1]
DFT (ωB97M-V with the def2-TZVPD basis set) results for a 11-piece molecular cluster, C44H87FIN2O13Si overall at a distorted geometry.

Structure (ORCA input):
```
! RIJCOSX wB97M-V def2-TZVPD def2/J DEFGRID3
* xyz 1 1
C -6.80345 4.38314 3.45501
C -6.01168 3.92886 2.09671
O -6.48029 4.80244 1.01657
C -6.23880 2.36904 1.76188
O -5.86566 1.48038 2.89774
C -4.55082 1.04535 2.58041
N -4.08564 0.05360 1.65393
C -2.62201 -0.00494 1.66956
C -1.63263 -0.95360 0.83671
C -1.12449 -2.22130 1.68096
C -2.26898 -2.99507 2.49264
F -0.01910 -1.84780 2.55308
C -2.21577 1.06953 2.70001
C -0.69695 1.51050 3.13511
C -0.38113 2.84572 2.28346
O 0.96330 3.33789 2.40882
Si 2.07884 2.62629 1.29377
C 3.49123 3.94832 1.05629
C 2.96745 1.04414 1.92653
C 1.39993 2.27597 -0.45795
N -3.44816 1.69397 3.27993
I -3.50328 3.16353 4.73494
H -6.09953 4.60248 4.32866
H -7.43392 5.31039 3.16449
H -7.52967 3.51038 3.68323
H -4.88504 4.10195 2.20963
H -5.87449 5.58511 1.00257
H -5.54957 2.11022 0.87028
H -7.33881 2.20157 1.44476
H -4.67944 -0.53136 1.05215
H -2.13584 -1.25606 -0.16011
H -0.70758 -0.30657 0.57181
H -0.68558 -2.96756 0.91664
H -2.98082 -2.30499 3.08113
H -2.85210 -3.70201 1.80186
H -1.72496 -3.63909 3.28932
H 0.02392 0.64075 2.92803
H -0.78087 1.76733 4.25992
H -1.07360 3.66895 2.72293
H -0.75153 2.66749 1.21600
H 4.23336 3.95344 1.92551
H 2.93174 4.96723 1.11445
H 3.96715 3.90219 0.01984
H 2.39641 0.09642 1.60150
H 2.98319 1.10065 3.07363
H 4.07255 0.97904 1.58072
H 0.88406 1.23579 -0.50753
H 2.19939 2.27525 -1.28913
H 0.63270 3.08947 -0.76105
C -2.19331 6.06970 -1.39694
C -2.77853 6.38339 -0.04676
O -3.95359 6.68832 0.08085
C -1.85946 6.30713 1.14399
H -2.96836 6.16477 -2.15825
H -1.39001 6.77283 -1.62644
H -1.81475 5.04450 -1.40846
H -1.04044 7.02022 1.02982
H -1.46761 5.29286 1.24452
H -2.41939 6.55844 2.04851
C 6.96564 0.21170 -1.46967
C 6.67928 1.09590 -0.28676
O 5.69096 1.81010 -0.25234
C 7.66088 1.06532 0.85417
H 6.17591 0.33640 -2.21437
H 7.91986 0.49235 -1.92103
H 6.98771 -0.83424 -1.15473
H 8.64575 1.38346 0.50573
H 7.71426 0.05734 1.27131
H 7.32802 1.75122 1.63682
C -1.66129 5.06826 -5.95523
C -2.76831 5.46873 -5.01946
O -2.64864 6.41890 -4.26353
C -4.03179 4.65039 -5.05197
H -0.81369 5.74500 -5.82342
H -1.33497 4.04998 -5.73065
H -2.00577 5.13661 -6.98942
H -3.80986 3.61399 -4.78805
H -4.48080 4.70039 -6.04631
H -4.74292 5.05257 -4.32599
C -4.65474 0.59145 -7.02343
C -3.38760 0.42242 -6.22803
O -2.75358 1.38572 -5.83589
C -2.93437 -0.98365 -5.93640
H -4.85883 1.65635 -7.15710
H -4.54063 0.13074 -8.00709
H -5.49261 0.13904 -6.48851
H -2.74374 -1.51436 -6.87165
H -3.69581 -1.50616 -5.35317
H -2.00898 -0.95275 -5.35657
C -0.49349 3.57195 -10.65419
C -1.60135 3.97314 -9.71749
O -1.48020 4.92212 -8.96397
C -2.86547 3.15544 -9.74790
H 0.35396 4.24852 -10.52310
H -0.16696 2.55422 -10.42953
H -0.83845 3.63938 -11.68824
H -2.64410 2.11914 -9.48285
H -3.31591 3.20424 -10.74163
H -3.57512 3.55870 -9.02160
C -0.92820 -1.12394 5.59704
C -0.46324 -1.80482 6.85718
O -0.53199 -1.24864 7.93819
C 0.08932 -3.19873 6.72663
H -1.30044 -0.12638 5.83294
H -0.09304 -1.02688 4.90024
H -1.73661 -1.70082 5.14209
H 0.96843 -3.19088 6.07831
H -0.67562 -3.86507 6.32028
H 0.38503 -3.56482 7.71213
C 0.09849 -7.61452 2.56912
C -0.18902 -6.71946 3.74490
O -1.17771 -6.00627 3.77096
C 0.79137 -6.73901 4.88696
H -0.69078 -7.49686 1.82296
H 1.05283 -7.33773 2.11595
H 0.12136 -8.65725 2.89274
H 1.77652 -6.42338 4.53667
H 0.84508 -7.74291 5.31347
H 0.45750 -6.04649 5.66301
C 1.39383 -4.44048 11.30998
C 2.28588 -3.79748 10.28190
O 2.32858 -4.20788 9.13543
C 3.12322 -2.62783 10.72524
H 0.85021 -5.26898 10.85014
H 1.99635 -4.83103 12.13285
H 0.67097 -3.71151 11.68265
H 3.80262 -2.93786 11.52221
H 2.47698 -1.81860 11.07202
H 3.71524 -2.26602 9.88156
C 4.84845 -3.99325 -2.10103
C 6.11379 -4.16547 -1.30515
O 6.75216 -3.20408 -0.91164
C 6.56241 -5.57292 -1.01326
H 4.64761 -2.92757 -2.23494
H 4.96195 -4.45373 -3.08424
H 4.00887 -4.44320 -1.56643
H 6.75195 -6.10409 -1.94852
H 5.79898 -6.09293 -0.43054
H 7.48745 -5.54517 -0.43277
C 3.35569 -4.69020 -7.00562
C 3.81752 -5.36321 -5.74090
O 3.74463 -4.80106 -4.66131
C 4.37314 -6.75720 -5.86069
H 2.98021 -3.69221 -6.76818
H 4.19158 -4.59323 -7.70165
H 2.54892 -5.26857 -7.46105
H 5.25423 -6.75198 -6.50596
H 3.61163 -7.42728 -6.26532
H 4.66582 -7.11668 -4.87147
*
```

HOMO = -10.610 eV
Gap between HOMO and LUMO = 0.2325 Eh
E_tot = -95322.3746 eV

Atomic partial charges in e from the Mulliken method, atoms 1 to 99: atom 1 (C): -0.96, atom 2 (C): 0.89, atom 3 (O): -0.55, atom 4 (C): -0.67, atom 5 (O): -0.37, atom 6 (C): -0.12, atom 7 (N): 0.08, atom 8 (C): -0.02, atom 9 (C): -0.13, atom 10 (C): 0.24, atom 11 (C): -0.82, atom 12 (F): -0.34, atom 13 (C): 0.68, atom 14 (C): -0.17, atom 15 (C): -0.10, atom 16 (O): -0.64, atom 17 (Si): 0.78, atom 18 (C): -0.97, atom 19 (C): -0.68, atom 20 (C): -0.77, atom 21 (N): -0.19, atom 22 (I): 0.34, atom 23 (H): 0.22, atom 24 (H): 0.34, atom 25 (H): 0.24, atom 26 (H): -0.23, atom 27 (H): 0.33, atom 28 (H): 0.31, atom 29 (H): 0.41, atom 30 (H): 0.30, atom 31 (H): 0.51, atom 32 (H): -0.36, atom 33 (H): 0.30, atom 34 (H): 0.16, atom 35 (H): 0.39, atom 36 (H): 0.10, atom 37 (H): -0.20, atom 38 (H): 0.36, atom 39 (H): 0.00, atom 40 (H): 0.30, atom 41 (H): 0.25, atom 42 (H): 0.27, atom 43 (H): 0.28, atom 44 (H): 0.21, atom 45 (H): 0.27, atom 46 (H): 0.03, atom 47 (H): 0.20, atom 48 (H): 0.40, atom 49 (H): 0.10, atom 50 (C): -0.99, atom 51 (C): 0.80, atom 52 (O): -0.62, atom 53 (C): -0.47, atom 54 (H): 0.26, atom 55 (H): 0.37, atom 56 (H): 0.27, atom 57 (H): 0.44, atom 58 (H): -0.34, atom 59 (H): 0.29, atom 60 (C): -0.87, atom 61 (C): 0.84, atom 62 (O): -0.51, atom 63 (C): -1.18, atom 64 (H): 0.26, atom 65 (H): 0.35, atom 66 (H): 0.16, atom 67 (H): 0.40, atom 68 (H): 0.30, atom 69 (H): 0.29, atom 70 (C): -0.80, atom 71 (C): 0.82, atom 72 (O): -0.60, atom 73 (C): -0.98, atom 74 (H): 0.32, atom 75 (H): 0.29, atom 76 (H): 0.16, atom 77 (H): 0.18, atom 78 (H): 0.32, atom 79 (H): 0.35, atom 80 (C): -1.06, atom 81 (C): 0.85, atom 82 (O): -0.51, atom 83 (C): -1.15, atom 84 (H): 0.18, atom 85 (H): 0.33, atom 86 (H): 0.40, atom 87 (H): 0.34, atom 88 (H): 0.33, atom 89 (H): 0.29, atom 90 (C): -1.20, atom 91 (C): 0.86, atom 92 (O): -0.58, atom 93 (C): -0.92, atom 94 (H): 0.31, atom 95 (H): 0.33, atom 96 (H): 0.35, atom 97 (H): 0.26, atom 98 (H): 0.41, atom 99 (H): 0.14

---

[2]
DFT (ωB97M-V with the def2-TZVPD basis set) results for an isolated ion of composition C3H7N4O and charge +1 at a distorted geometry.

Structure (ORCA input):
```
! RIJCOSX wB97M-V def2-TZVPD def2/J DEFGRID3
* xyz 1 3
C 1.61318 -1.10787 -1.80900
C -0.10319 0.19006 -0.64159
C -0.17700 -0.12685 1.80413
N 2.00053 -1.27272 -0.66702
N 1.49732 -1.01565 0.50806
N 0.45538 -0.27483 0.51119
N -1.35881 0.95883 -0.47310
O 1.53003 -1.11848 -2.95790
H 0.54891 0.66334 -1.36021
H -0.17597 0.91689 2.12221
H -1.19561 -0.51548 1.79440
H 0.40987 -0.70947 2.51427
H -2.06195 0.39415 0.02296
H -1.72331 1.16668 -1.41163
H -1.25938 1.85140 0.04324
*
```

HOMO (alpha / beta) = -10.898 / -14.689 eV
Expectation value of S² = 2.0121
Gap between HOMO and LUMO (alpha / beta) = 0.2452 / 0.3084 Eh
Relative energy (zero: lowest compared OMol25 entry of this formula, charge and spin) = 183.1 kJ/mol
E_tot = -11219.3918 eV

The net atomic charges from Mulliken, expressed in e, are: atom 1 (C): 0.67, atom 2 (C): -0.45, atom 3 (C): -0.99, atom 4 (N): -0.23, atom 5 (N): -0.80, atom 6 (N): 0.85, atom 7 (N): -0.25, atom 8 (O): -0.34, atom 9 (H): 0.36, atom 10 (H): 0.32, atom 11 (H): 0.38, atom 12 (H): 0.35, atom 13 (H): 0.36, atom 14 (H): 0.40, atom 15 (H): 0.37

---

[3]
DFT (ωB97M-V with the def2-TZVPD basis set) results for C33H37N8O9P2S4Sr as an isolated structure.

Structure (ORCA input):
```
! RIJCOSX wB97M-V def2-TZVPD def2/J DEFGRID3
* xyz -1 1
Sr -0.81296 0.54841 -0.70393
N -1.89199 4.91893 -1.92118
C -1.61343 3.45735 -1.56889
C -2.22980 2.62565 -2.69555
P -2.68210 3.33038 0.00012
O -1.84576 4.18736 1.08884
O -3.89576 4.11161 -0.39357
O -2.72135 1.90811 0.44655
P 0.28170 3.61767 -1.57016
O 0.42293 4.05003 -3.11028
O 0.51668 4.82443 -0.72812
O 0.93484 2.29864 -1.28262
H -2.88709 5.09617 -1.71351
H -1.62291 5.08954 -2.89122
H -1.25080 5.47049 -1.32297
H -3.09928 3.17254 -3.06944
H -2.63674 1.65908 -2.39152
H -1.52454 2.46805 -3.51463
H -2.39076 4.92429 1.38915
H 0.68195 3.31344 -3.71978
S -5.81652 -1.16939 3.91381
C -7.28866 -0.78179 3.12786
C -7.14972 -0.76958 1.77509
C -5.82950 -1.08863 1.35801
C -4.99386 -1.33805 2.40564
C -3.57854 -1.70397 2.33125
C -2.80566 -1.20893 1.25654
N -1.54741 -1.52086 1.04271
C -0.93878 -2.35055 1.91392
C -1.59884 -2.85279 3.04773
C -0.90075 -3.70101 3.97045
C 0.38930 -4.03045 3.76582
C 1.08500 -3.56345 2.60267
C 2.42345 -3.89466 2.35754
C 3.04831 -3.44231 1.21957
C 2.29187 -2.64058 0.32715
N 1.04126 -2.30544 0.54643
C 0.43271 -2.74479 1.66496
C 4.44494 -3.80141 0.94570
C 5.09246 -4.95673 1.28492
C 6.45483 -4.96846 0.88622
C 6.81252 -3.81926 0.25045
S 5.51009 -2.72045 0.13814
C -2.94817 -2.51791 3.23594
H -8.17204 -0.56967 3.70768
H -7.95367 -0.54294 1.09088
H -5.52677 -1.15767 0.31996
H -3.27245 -0.52240 0.56145
H -1.43563 -4.06890 4.83797
H 0.91762 -4.66695 4.46600
H 2.96560 -4.49546 3.07930
H 2.74442 -2.26265 -0.58889
H 4.59591 -5.78189 1.77570
H 7.12840 -5.79719 1.04673
H 7.77181 -3.56618 -0.17063
H -3.48882 -2.92671 4.08287
C 5.63222 0.50948 -1.89068
N 4.44477 0.89148 -2.62131
C 4.34106 2.15466 -3.12307
C 3.25190 2.55648 -3.78540
C 2.16096 1.60128 -3.95432
O 1.07597 1.97817 -4.46130
N 2.32874 0.33950 -3.52495
C 3.38769 -0.02324 -2.79325
O 3.49118 -1.13656 -2.24480
H 6.51301 0.53032 -2.53866
H 5.47658 -0.50027 -1.53008
H 5.80027 1.17880 -1.04339
H 5.18983 2.80095 -2.93481
H 3.14778 3.56546 -4.15397
N 0.31231 -1.33022 -2.17522
H -0.06272 -1.26170 -3.11850
H -0.00069 -2.21043 -1.77619
H 1.32688 -1.33642 -2.28791
C 3.22007 1.11110 4.15430
N 2.17419 1.24709 3.16191
C 1.57618 2.41654 2.75528
C 0.66436 2.04858 1.81536
N 0.68468 0.69017 1.63693
C 1.60554 0.24275 2.46109
H 3.58131 2.10144 4.42070
H 4.05307 0.53602 3.75125
H 2.84714 0.62030 5.05368
H 1.86694 3.37607 3.14302
H 0.02049 2.66635 1.21732
H 1.91070 -0.78300 2.58513
C -5.66563 1.18122 -3.79991
O -4.47670 0.56747 -3.30965
C -4.57654 -0.61117 -2.65795
S -6.02358 -1.39920 -2.48836
S -3.06086 -1.17434 -2.07070
H -5.34179 2.11830 -4.24909
H -6.36513 1.36803 -2.98588
H -6.14974 0.54647 -4.54147
*
```

HOMO = -4.740 eV
Gap between HOMO and LUMO = 0.2338 Eh
Relative energy (zero: lowest compared OMol25 entry of this formula, charge and spin) = 212.4 kJ/mol
E_tot = -127938.4573 eV

The net atomic charges from Mulliken, expressed in e, are: atom 1 (Sr): 1.29, atom 2 (N): -0.35, atom 3 (C): 0.00, atom 4 (C): -0.71, atom 5 (P): 0.65, atom 6 (O): -0.56, atom 7 (O): -0.96, atom 8 (O): -0.25, atom 9 (P): 0.87, atom 10 (O): -0.66, atom 11 (O): -0.87, atom 12 (O): -0.35, atom 13 (H): 0.40, atom 14 (H): 0.29, atom 15 (H): 0.31, atom 16 (H): 0.34, atom 17 (H): 0.02, atom 18 (H): 0.19, atom 19 (H): 0.32, atom 20 (H): 0.31, atom 21 (S): -0.18, atom 22 (C): -0.40, atom 23 (C): -0.59, atom 24 (C): -0.21, atom 25 (C): 0.12, atom 26 (C): 0.13, atom 27 (C): -0.88, atom 28 (N): 0.93, atom 29 (C): -0.61, atom 30 (C): 1.09, atom 31 (C): -1.01, atom 32 (C): -1.06, atom 33 (C): 1.62, atom 34 (C): -1.20, atom 35 (C): 0.45, atom 36 (C): -0.53, atom 37 (N): 0.54, atom 38 (C): -0.91, atom 39 (C): 0.40, atom 40 (C): -0.63, atom 41 (C): -0.60, atom 42 (C): -0.50, atom 43 (S): -0.02, atom 44 (C): -0.85, atom 45 (H): 0.43, atom 46 (H): 0.41, atom 47 (H): 0.20, atom 48 (H): 0.48, atom 49 (H): 0.42, atom 50 (H): 0.40, atom 51 (H): 0.49, atom 52 (H): 0.40, atom 53 (H): 0.45, atom 54 (H): 0.39, atom 55 (H): 0.42, atom 56 (H): 0.50, atom 57 (C): -0.91, atom 58 (N): 0.23, atom 59 (C): -0.04, atom 60 (C): -0.60, atom 61 (C): 0.45, atom 62 (O): -0.86, atom 63 (N): -0.52, atom 64 (C): 0.50, atom 65 (O): -0.82, atom 66 (H): 0.35, atom 67 (H): 0.01, atom 68 (H): 0.37, atom 69 (H): 0.41, atom 70 (H): 0.40, atom 71 (N): -0.12, atom 72 (H): 0.10, atom 73 (H): 0.17, atom 74 (H): 0.11, atom 75 (C): -0.93, atom 76 (N): 0.24, atom 77 (C): -1.06, atom 78 (C): -0.74, atom 79 (N): 0.52, atom 80 (C): -0.30, atom 81 (H): 0.32, atom 82 (H): 0.33, atom 83 (H): 0.31, atom 84 (H): 0.44, atom 85 (H): 0.64, atom 86 (H): 0.22, atom 87 (C): -0.95, atom 88 (O): -0.22, atom 89 (C): 0.14, atom 90 (S): -0.38, atom 91 (S): -0.16, atom 92 (H): 0.23, atom 93 (H): 0.40, atom 94 (H): 0.37